(1)
A molecular structure, C27H35BF4N4P2Pt at a distorted geometry, computed with ωB97M-V/def2-TZVPD.

Summary:
Charge: +2
Spin multiplicity: 5
ΔE to the lowest compared entry with this formula, charge and spin (kJ/mol): 219.6
HOMO-LUMO gap (alpha / beta) (eV): 6.106 / 2.239

Last column: Löwdin spin population.
Geometry (Å):
1 Pt -1.065 0.109 -1.420  0.84
2 C -3.633 0.401 0.894  0.04
3 C -2.398 0.837 1.175  0.04
4 C -1.572 0.296 2.295  0.01
5 C -0.538 -0.811 2.014  0.01
6 C -0.736 -1.635 0.785  0.08
7 C -1.922 -2.173 0.436  0.12
8 C -3.120 -2.146 1.305  0.02
9 C -4.104 -0.949 1.236  0.02
10 C -2.734 0.526 -2.451  0.42
11 H -4.323 0.989 0.296  0.00
12 H -2.084 1.835 0.820  0.00
13 H -2.276 -0.066 3.065  0.00
14 H -1.017 1.142 2.710  0.00
15 H 0.456 -0.322 1.932  0.00
16 H -0.468 -1.463 2.901  0.00
17 H 0.135 -2.140 0.344  0.00
18 H -1.951 -2.700 -0.525  0.00
19 H -2.735 -2.185 2.345  0.00
20 H -3.723 -3.018 1.014  0.00
21 H -4.901 -1.207 0.526  0.00
22 H -4.533 -0.852 2.248  0.00
23 H -3.706 0.558 -1.939  0.03
24 H -2.643 -0.207 -3.238  0.03
25 H -2.424 1.511 -2.780  0.05
26 P 0.760 -0.807 -1.962  0.14
27 P 1.013 1.850 1.170  0.00
28 N 1.012 -2.538 -1.887  0.06
29 N 1.460 -0.325 -3.413  0.02
30 N 2.268 0.949 2.397  0.03
31 N 1.860 3.404 1.497  0.00
32 C 1.801 -0.174 -0.639  0.05
33 C 1.721 1.369 -0.456  0.01
34 C 0.327 -3.505 -2.655  0.34
35 C 0.998 -4.713 -2.544  0.11
36 C 2.164 -4.497 -1.720  0.11
37 C 2.162 -3.146 -1.348  0.35
38 C 0.888 0.220 -4.567  0.02
39 C 1.907 0.379 -5.498  0.00
40 C 3.108 -0.178 -4.933  0.01
41 C 2.810 -0.581 -3.640  0.01
42 C 1.967 1.034 3.775  0.34
43 C 2.875 0.229 4.477  0.14
44 C 3.769 -0.357 3.524  0.10
45 C 3.341 0.049 2.257  0.33
46 C 3.095 3.735 2.092  0.01
47 C 3.528 4.950 1.584  0.01
48 C 2.474 5.457 0.750  0.01
49 C 1.444 4.538 0.778  0.01
50 H 2.792 -0.495 -0.962  0.01
51 H 1.553 -0.700 0.298  0.00
52 H 2.683 1.855 -0.642  0.00
53 H 0.997 1.852 -1.146  0.01
54 H -0.575 -3.233 -3.215  0.01
55 H 0.697 -5.667 -2.966  0.00
56 H 2.899 -5.233 -1.421  0.00
57 H 2.882 -2.616 -0.743  0.01
58 H -0.177 0.446 -4.624  0.00
59 H 1.850 0.870 -6.467  0.00
60 H 4.079 -0.290 -5.390  0.00
61 H 3.426 -0.997 -2.850  0.00
62 H 1.126 1.635 4.124  0.01
63 H 2.888 0.088 5.559  0.00
64 H 4.625 -0.982 3.744  0.00
65 H 3.671 -0.297 1.280  0.01
66 H 3.547 3.132 2.879  0.00
67 H 4.481 5.405 1.752  0.00
68 H 2.477 6.366 0.186  0.00
69 H 0.440 4.591 0.370  0.00
70 F -6.381 1.082 1.324  0.00
71 B -7.438 0.111 1.035  0.00
72 F -6.964 -1.200 1.377  0.00
73 F -8.578 0.446 1.822  0.00
74 F -7.738 0.159 -0.346  0.00

(2)
A molecular structure, C27H35ClEuN2O5S at a distorted geometry, computed with ωB97M-V/def2-TZVPD.

Summary:
Charge: -1
Spin multiplicity: 7
HOMO-LUMO gap (alpha / beta) (eV): 3.037 / 5.144

Last column: Löwdin spin population.
Geometry (Å):
1 Eu -0.508 1.073 0.173  5.05
2 Cl -0.827 0.524 2.723  0.00
3 N -2.131 -0.810 -0.300  0.00
4 N 1.990 0.981 0.569  0.00
5 C -2.274 -1.597 -1.342  0.02
6 C 2.991 0.719 -0.242  0.01
7 C -3.469 -0.291 0.073  0.00
8 C -4.283 -0.580 -1.194  0.00
9 C -3.458 1.188 0.396  0.00
10 C -3.976 -1.002 1.326  0.00
11 H -3.094 1.782 -0.454  0.00
12 H -2.851 1.379 1.299  0.00
13 H -4.477 1.525 0.624  0.00
14 H -4.137 -2.070 1.143  0.00
15 H -4.926 -0.551 1.646  0.00
16 H -3.239 -0.870 2.129  0.00
17 C 2.322 2.216 1.322  0.00
18 C 3.461 2.806 0.481  0.00
19 C 2.716 1.868 2.756  0.00
20 C 1.156 3.178 1.423  0.00
21 H 0.797 3.484 0.430  0.00
22 H 1.469 4.085 1.957  0.00
23 H 0.340 2.727 2.015  0.00
24 H 3.633 1.269 2.783  0.00
25 H 1.893 1.310 3.224  0.00
26 H 2.880 2.792 3.328  0.00
27 O 3.869 1.714 -0.407  0.01
28 H 4.345 3.125 1.046  0.00
29 H 3.109 3.624 -0.164  0.00
30 O -3.454 -1.512 -1.964  0.01
31 H -4.402 0.321 -1.813  0.00
32 H -5.257 -1.056 -1.031  0.00
33 C -1.293 -2.619 -1.831  0.03
34 C 3.286 -0.588 -0.916  0.03
35 C 2.265 -1.154 -1.897  0.12
36 H 3.385 -1.320 -0.092  0.02
37 H 4.263 -0.481 -1.406  0.00
38 C 0.991 -1.556 -1.452  0.23
39 C 0.061 -2.136 -2.338  0.12
40 H 0.742 -1.480 -0.380  0.04
41 C 0.431 -2.364 -3.670  0.05
42 C 1.681 -1.925 -4.094  0.16
43 C -0.479 -3.057 -4.646  0.00
44 C 2.630 -1.385 -3.232  0.05
45 H 1.943 -2.046 -5.141  0.02
46 C 4.002 -1.062 -3.755  0.00
47 H 4.070 -1.312 -4.818  0.00
48 H 4.788 -1.638 -3.250  0.00
49 H 4.239 0.003 -3.656  0.00
50 H -0.705 -4.088 -4.347  0.00
51 H -0.001 -3.118 -5.629  0.00
52 H -1.426 -2.522 -4.777  0.00
53 H -1.801 -3.204 -2.609  0.00
54 H -1.101 -3.274 -0.961  0.02
55 C -3.640 4.210 5.143  0.00
56 C -3.218 4.354 3.718  0.00
57 C -1.924 4.781 3.415  0.00
58 C -1.522 4.935 2.096  0.00
59 C -2.421 4.611 1.079  0.00
60 C -3.735 4.207 1.356  0.00
61 C -4.119 4.082 2.689  0.00
62 S -1.824 4.513 -0.610  0.00
63 O -3.006 4.583 -1.430  0.00
64 O -0.821 5.548 -0.724  0.00
65 O -1.203 3.126 -0.635  -0.01
66 H -3.006 3.484 5.669  0.00
67 H -3.551 5.174 5.659  0.00
68 H -4.680 3.875 5.182  0.00
69 H -1.225 4.984 4.227  0.00
70 H -0.522 5.287 1.851  0.00
71 H -4.420 3.982 0.552  0.00
72 H -5.128 3.755 2.936  0.00

(3)
2 unconnected molecules or ions with the total composition C27H35F3N3 at a distorted geometry, computed with ωB97M-V/def2-TZVPD.

Summary:
Charge: +1
HOMO-LUMO gap (eV): 3.591

Last column: Mulliken charge in e.
Geometry (Å):
1 C 2.722 0.879 2.659  -1.43
2 C 2.189 1.009 1.240  0.44
3 C 2.845 2.172 0.511  -1.46
4 N 0.717 1.183 1.268  1.18
5 N 0.168 2.380 1.368  -1.13
6 N -1.111 2.145 1.445  1.25
7 C -2.024 3.311 1.560  0.33
8 C -1.861 4.195 0.338  -1.57
9 C -1.733 4.068 2.842  -1.53
10 C -1.465 0.770 1.417  -0.45
11 C -2.890 0.199 1.455  2.13
12 C -2.929 -1.340 1.384  -2.36
13 C -3.689 0.719 0.243  -1.34
14 C -3.582 0.600 2.774  -1.57
15 C -0.228 0.129 1.317  1.54
16 C 0.100 -1.213 1.285  -2.13
17 H 3.807 0.769 2.672  0.42
18 H 2.474 1.767 3.240  0.33
19 H 2.289 0.023 3.177  0.35
20 H 2.393 0.084 0.679  0.02
21 H 3.926 2.037 0.433  0.44
22 H 2.444 2.293 -0.496  0.32
23 H 2.669 3.105 1.047  0.36
24 H -3.054 2.945 1.594  0.13
25 H -2.546 5.042 0.361  0.42
26 H -0.847 4.587 0.296  0.41
27 H -2.030 3.638 -0.584  0.36
28 H -2.408 4.915 2.968  0.41
29 H -1.821 3.427 3.719  0.37
30 H -0.716 4.456 2.826  0.39
31 H -2.437 -1.788 2.247  0.45
32 H -3.960 -1.697 1.389  0.53
33 H -2.470 -1.706 0.466  0.33
34 H -3.788 1.800 0.245  0.25
35 H -3.197 0.434 -0.687  0.21
36 H -4.697 0.302 0.236  0.47
37 H -3.678 1.677 2.883  0.27
38 H -4.588 0.181 2.826  0.46
39 H -3.016 0.232 3.629  0.38
40 H -0.622 -1.994 1.367  0.23
41 H 1.120 -1.523 1.217  0.29
42 F 4.566 1.929 -3.164  -0.24
43 C 3.407 1.954 -3.852  0.88
44 F 2.743 3.102 -3.609  -0.26
45 F 3.641 1.818 -5.172  -0.24
46 C 2.555 0.788 -3.395  0.40
47 C 1.200 0.953 -3.185  -0.71
48 C 0.433 -0.096 -2.749  -0.79
49 C 1.008 -1.365 -2.503  1.08
50 C 0.142 -2.395 -2.050  -0.28
51 C 0.383 -3.711 -1.574  1.19
52 C -0.735 -4.545 -1.357  -0.53
53 C -0.592 -5.833 -0.911  -0.81
54 C 0.665 -6.341 -0.652  -0.31
55 C 1.781 -5.542 -0.818  -1.03
56 C 1.648 -4.249 -1.259  -0.05
57 C 2.387 -1.516 -2.771  -0.63
58 C 3.137 -0.450 -3.202  -1.25
59 H 0.764 1.919 -3.368  0.52
60 H -0.624 0.044 -2.588  0.36
61 H -0.901 -2.123 -2.072  0.14
62 H -1.717 -4.150 -1.544  0.39
63 H -1.464 -6.446 -0.758  0.42
64 H 0.774 -7.355 -0.310  0.41
65 H 2.758 -5.933 -0.585  0.43
66 H 2.521 -3.629 -1.298  0.37
67 H 2.856 -2.479 -2.703  0.55
68 H 4.189 -0.559 -3.404  0.49

Number 1: total energy -67876.7891 eV. Number 2: total energy -84473.1953 eV. Number 3: total energy -41181.4319 eV.